Record 1
Here is C16H23F4N4PdS as an isolated structure from the OMol25 dataset. Energies are from ωB97M-V with the def2-TZVPD basis set.

Each line ends with the Löwdin charge.
Atoms and positions in Å:
1 Pd 0.00 0.77 -0.60  0.4260
2 C 3.69 0.04 -0.94  -0.1008
3 C 2.97 -0.90 0.01  -0.2778
4 N 1.64 -1.30 -0.44  -0.2366
5 C 1.61 -1.85 -1.79  -0.2516
6 C 2.53 -3.05 -2.05  -0.0850
7 C 0.98 -2.13 0.55  -0.2233
8 C -0.50 -2.38 0.28  -0.2661
9 N -1.23 -1.18 -0.09  -0.0326
10 C -2.57 -1.27 -0.17  -0.1958
11 C -3.38 -0.13 -0.53  -0.1775
12 F -2.78 1.04 -0.81  0.0295
13 C -4.74 -0.14 -0.59  -0.2501
14 F -5.37 1.01 -0.93  0.0580
15 C -5.51 -1.26 -0.34  0.0109
16 C -4.79 -2.39 -0.02  -0.2562
17 F -5.45 -3.54 0.23  0.0528
18 C -3.41 -2.41 0.06  -0.1465
19 F -2.90 -3.64 0.37  0.0299
20 H 4.48 0.59 -0.42  0.0702
21 H 2.99 0.76 -1.37  0.0259
22 H 4.17 -0.50 -1.77  0.0624
23 H 2.82 -0.41 0.98  0.1017
24 H 3.60 -1.78 0.21  0.1067
25 H 1.84 -1.04 -2.49  0.1029
26 H 0.58 -2.14 -2.00  0.1014
27 H 3.58 -2.80 -1.91  0.0549
28 H 2.40 -3.40 -3.08  0.0687
29 H 2.29 -3.89 -1.38  0.0645
30 H 1.07 -1.60 1.50  0.1111
31 H 1.48 -3.11 0.67  0.1110
32 H -0.87 -2.82 1.20  0.1064
33 H -0.59 -3.16 -0.49  0.1050
34 H -6.59 -1.26 -0.40  0.1138
35 S 0.73 2.67 -1.92  0.4585
36 C 0.49 2.71 -0.20  -0.9998
37 N 1.60 2.78 0.66  -0.0414
38 C 1.37 2.98 2.08  -0.2263
39 C 0.53 4.25 2.21  -0.1875
40 C -0.82 3.99 1.58  -0.2114
41 N -0.69 3.24 0.34  -0.0308
42 H 2.31 2.12 0.41  0.0743
43 H 2.33 3.09 2.58  0.1096
44 H 0.83 2.14 2.55  0.1134
45 H 1.05 5.04 1.67  0.1133
46 H 0.41 4.55 3.26  0.1051
47 H -1.34 4.93 1.39  0.1090
48 H -1.44 3.42 2.29  0.1087
49 H -1.41 3.35 -0.35  0.0915

The gap between HOMO and LUMO is 6.18 eV. The highest occupied orbital energy comes out at -0.119 Eh. The total charge is -1. The total energy is -1768.0546 Eh. The energy above the lowest of the compared OMol25 structures with the same formula, charge and spin is 0.0 kcal per mole. The largest force on an atom is 0.009 Eh/bohr.

Record 2
Here is C10H33F6Hf2NO23S4 as an isolated structure at a distorted geometry from the OMol25 dataset. Energies are from ωB97M-V with the def2-TZVPD basis set.

Each line ends with the Löwdin charge.
Atoms and positions in Å:
1 Hf -3.23 -1.09 0.47  2.1803
2 Hf -1.26 2.83 -2.80  2.3671
3 S -1.07 1.12 0.42  0.3971
4 O -2.40 0.96 0.85  -0.3498
5 O -0.04 1.31 1.45  -0.2659
6 O -1.17 -0.26 0.03  -0.4129
7 O -0.91 1.97 -0.76  -0.3674
8 S -3.43 0.90 -2.55  0.3107
9 O -2.22 0.89 -3.30  -0.3314
10 O -4.60 0.89 -3.43  -0.1511
11 O -3.48 -0.06 -1.47  -0.3501
12 O -3.26 2.23 -1.97  -0.3312
13 C -2.73 -5.39 -1.24  -0.5265
14 F -3.32 -5.78 -0.13  0.1745
15 F -2.15 -6.51 -1.78  0.1355
16 F -3.75 -4.98 -2.09  0.1011
17 S -1.46 -3.92 -0.95  0.6585
18 O -2.40 -2.81 -0.73  -0.4348
19 O -0.68 -4.38 0.27  -0.3171
20 O -0.60 -3.76 -2.11  -0.2610
21 C -7.84 0.17 1.59  -0.5314
22 F -8.79 1.08 1.45  0.1786
23 F -7.79 -0.34 2.88  0.1014
24 F -8.05 -0.89 0.74  0.1086
25 S -6.17 1.07 1.12  0.5852
26 O -5.80 1.85 2.26  -0.2539
27 O -5.14 0.02 0.86  -0.4664
28 O -6.46 1.85 -0.09  -0.2707
29 C 4.14 2.78 -3.95  -0.0311
30 O 3.15 2.86 -2.91  -0.2235
31 C 3.72 2.45 -1.69  -0.1914
32 C 3.96 0.98 -1.46  -0.1506
33 N 2.76 0.24 -1.11  -0.0650
34 C 3.14 -1.06 -0.68  -0.1466
35 C 1.81 -1.75 -0.28  -0.0934
36 O 1.94 -2.92 0.53  0.0769
37 C 2.44 -4.10 -0.09  0.0475
38 H 4.41 1.79 -4.32  0.0992
39 H 5.11 3.20 -3.68  0.1078
40 H 3.92 3.40 -4.82  0.1050
41 H 2.94 2.72 -0.97  0.1146
42 H 4.53 3.12 -1.41  0.1527
43 H 4.67 0.84 -0.63  0.1427
44 H 4.42 0.51 -2.33  0.1364
45 H 2.51 0.58 -0.19  0.0722
46 H 3.72 -0.93 0.23  0.1427
47 H 3.73 -1.66 -1.38  0.1481
48 H 1.24 -1.90 -1.20  0.1481
49 H 1.21 -1.10 0.36  0.1057
50 H 1.81 -4.52 -0.88  0.1350
51 H 2.66 -4.89 0.63  0.1357
52 H 3.42 -3.94 -0.53  0.1421
53 O -1.22 -2.28 1.69  -0.0981
54 H -0.83 -3.08 1.33  -0.0115
55 H -0.60 -2.00 2.36  0.0120
56 O 0.51 0.84 -2.82  -0.0555
57 H 0.52 -0.08 -3.07  0.0928
58 H 1.23 0.93 -2.20  0.0121
59 O -0.60 3.60 2.78  -0.0340
60 H -0.24 2.86 2.30  -0.0440
61 H -1.18 3.20 3.43  0.0483
62 O 0.88 3.62 -2.21  -0.0724
63 H 1.72 3.54 -2.66  0.0276
64 H 1.02 4.29 -1.54  0.1191
65 O -3.23 -0.51 2.89  -0.0432
66 H -3.94 -0.66 3.51  0.1085
67 H -2.45 -0.46 3.44  0.0919
68 O 0.66 -1.06 3.10  0.0088
69 H 1.40 -1.50 2.69  0.0528
70 H 0.50 -0.29 2.54  0.0118
71 C 3.80 0.98 3.42  -0.0756
72 C 2.97 2.03 2.77  -0.2696
73 O 2.41 1.43 1.61  -0.1362
74 H 3.45 -0.05 3.48  0.0712
75 H 3.93 1.32 4.45  0.0916
76 H 4.79 1.05 2.97  0.0824
77 H 3.63 2.79 2.35  0.1209
78 H 2.23 2.48 3.43  0.1272
79 H 1.45 1.39 1.69  -0.0270

The gap between HOMO and LUMO (alpha / beta) is 4.11 / 3.41 eV. The highest occupied orbital energy (alpha / beta) comes out at -0.617 / -0.617 Eh. The total charge is +3. The total energy is -4472.9707 Eh. The largest force on an atom is 0.197 Eh/bohr. The spin multiplicity is 2.